# 1
The molecule C4H2OS. Source: OMol25; level of theory: the ωB97M-V functional and the def2-TZVPD basis.

Structure (XYZ):
```
8
Properties=species:S:1:pos:R:3:forces:R:3
C -1.054792 -0.656047 0.004228 0.591 1.269 0.522
C -0.719602 0.681149 0.002882 -0.081 -0.957 0.102
C 0.131530 -1.348784 -0.003706 2.050 -3.077 -0.669
C 1.242705 -0.328016 0.007374 3.762 2.252 0.442
O 0.599936 0.854508 0.006839 -0.495 3.218 -0.285
S 3.186246 0.305473 -0.008350 -5.709 -2.975 0.056
H -2.042296 -1.064529 -0.006750 -0.274 -0.135 -0.026
H -1.343725 1.556247 -0.002517 0.158 0.406 -0.141
```
Forces are in eV/Å.

Values from the calculation:
Relative energy (zero: lowest compared OMol25 entry of this formula, charge and spin): 96.7 kcal per mole
Total energy: -17055.5830 eV
Orbital gap (spin up / spin down): 5.21 / 5.19 eV
Maximum force: 6.44 eV/Å
Lowest unoccupied orbital energy (spin up / spin down): -3.4 / -3.4 eV
Total charge: 0
HOMO energy (spin up / spin down): -8.63 / -8.62 eV

---

# 2
A structure of composition C16H22BF4N8PtSSe. Source: OMol25; level of theory: the ωB97M-V functional and the def2-TZVPD basis.

Structure (XYZ):
```
54
Properties=species:S:1:pos:R:3:forces:R:3
Pt 0.756709 0.687708 -0.748910 -0.008 -0.018 -0.056
C -4.171107 4.442239 -1.183317 0.000 0.001 -0.005
C -2.703954 4.301810 -1.313652 0.007 -0.001 0.022
N -1.951759 4.891989 -2.191197 0.012 0.018 -0.002
N -0.702770 4.430884 -1.926526 -0.013 0.018 0.031
C -0.648639 3.576783 -0.914346 -0.005 -0.010 -0.055
S 0.803198 2.897156 -0.272240 -0.007 0.017 0.012
N -1.934898 3.491321 -0.501402 0.007 0.007 0.017
N -2.349802 2.729891 0.580860 0.018 -0.018 0.021
H -4.521094 5.158222 -1.921628 0.000 -0.001 -0.001
H -4.444247 4.795822 -0.188808 -0.002 0.004 -0.002
H -4.664103 3.483795 -1.354056 -0.001 -0.002 0.008
H 0.084668 4.730552 -2.481403 0.001 0.006 0.004
H -2.747963 3.333029 1.290478 -0.014 -0.006 -0.007
H -3.021868 2.035576 0.270290 0.005 -0.023 -0.009
C 2.527757 -0.026684 2.504243 -0.014 -0.004 0.000
N 3.198026 -0.966560 1.618404 -0.001 0.003 -0.016
C 3.489103 -0.740070 0.335677 0.012 0.006 0.003
Se 3.175228 0.833913 -0.654634 -0.013 0.008 0.022
N 4.146535 -1.801418 -0.144682 -0.035 -0.015 -0.007
C 4.279961 -2.762634 0.845803 0.000 -0.006 -0.003
C 4.850224 -4.027440 0.843966 -0.003 -0.009 0.002
C 4.788406 -4.731315 2.028960 0.001 0.001 -0.003
C 4.180472 -4.193229 3.172636 -0.001 0.003 0.001
C 3.611461 -2.935729 3.169522 0.000 -0.007 0.007
C 3.673431 -2.228216 1.976020 -0.006 -0.006 0.002
H 1.619480 0.333722 2.028207 -0.007 -0.001 -0.001
H 3.187450 0.809427 2.729396 -0.002 0.000 0.000
H 2.265137 -0.548674 3.418728 -0.002 0.002 -0.001
H 4.397098 -1.892170 -1.115774 0.010 0.005 0.002
H 5.310873 -4.443298 -0.041156 0.000 0.000 -0.001
H 5.215635 -5.723176 2.078114 0.000 0.000 0.000
H 4.155107 -4.781231 4.079526 0.000 0.000 0.000
H 3.140902 -2.532199 4.054622 0.000 0.001 -0.001
F -0.772733 -2.925835 -0.525734 -0.015 -0.045 -0.001
B 0.403315 -2.413654 -0.047519 0.116 -0.050 0.037
F 0.175854 -1.658581 1.130758 -0.027 -0.004 -0.068
F 1.410644 -3.317016 0.117285 0.011 0.016 0.001
F 0.888002 -1.411135 -1.061277 0.024 0.023 0.018
C -4.109688 -1.536611 0.171588 0.001 0.002 0.000
C -3.202014 -0.606120 -0.553420 0.048 0.005 0.051
C -3.354516 0.092815 -1.737848 0.005 0.005 -0.023
C -2.108537 0.683165 -2.004300 -0.046 0.065 0.029
N -1.274286 0.406469 -1.005470 0.032 -0.104 -0.043
N -1.951640 -0.366975 -0.132336 -0.068 0.090 -0.010
C -1.685475 1.478261 -3.191573 -0.004 0.012 -0.012
H -5.140978 -1.376032 -0.132987 0.000 0.001 -0.004
H -4.038143 -1.404791 1.250839 0.000 0.004 -0.005
H -3.837917 -2.567296 -0.060375 0.006 0.000 0.003
H -4.228854 0.112254 -2.365999 -0.001 -0.003 -0.003
H -1.426734 -0.846784 0.592861 -0.026 0.051 0.077
H -2.187197 2.447240 -3.227153 -0.002 -0.024 -0.032
H -1.947080 0.948584 -4.106743 0.013 -0.011 0.002
H -0.606689 1.632253 -3.182318 -0.004 -0.005 0.000
```
Forces are in eV/Å.

Values from the calculation:
Relative energy (zero: lowest compared OMol25 entry of this formula, charge and spin): 19.2 kcal per mole
Total energy: -119847.2756 eV
Orbital gap: 7.87 eV
Maximum force: 0.13 eV/Å
Lowest unoccupied orbital energy: -3.1 eV
Total charge: +1
HOMO energy: -10.98 eV

---

# 3
A structure of composition CH8Na5O7. Source: OMol25; level of theory: the ωB97M-V functional and the def2-TZVPD basis.

Structure (XYZ):
```
21
Properties=species:S:1:pos:R:3:forces:R:3
Na -1.629265 -2.810207 3.234688 -0.608 0.123 0.257
Na 1.114889 -1.245724 3.651177 0.044 0.999 -0.114
Na 0.598485 -3.232865 0.492651 -0.008 0.328 -0.818
Na -2.818430 -0.894561 0.795836 -0.271 0.899 -1.058
Na 3.645926 -1.350499 1.213899 0.380 0.837 -0.727
C 0.018271 -0.469243 0.997231 0.359 -0.412 -1.598
O 1.273640 -0.723450 1.114605 2.682 -0.160 -0.343
O -0.594181 0.115304 0.096040 0.648 -0.023 0.853
O -0.620626 -1.112564 1.891026 -3.599 -3.063 3.730
O 2.308577 0.555352 -1.140249 0.248 -0.068 0.258
H 2.037446 1.482820 -1.050819 0.166 -0.097 -0.162
H 1.919873 0.113993 -0.374692 -0.233 0.357 -0.201
O -0.317066 2.952892 0.311297 0.003 -0.401 0.091
H -0.741862 2.082765 0.347237 0.203 0.512 0.025
H 0.404624 2.916867 0.949523 -0.103 0.193 -0.010
O -2.358719 -0.847357 -1.800725 -0.364 -0.452 0.769
H -2.309948 -0.329320 -2.619783 -0.035 -0.037 0.062
H -1.650340 -0.486952 -1.262525 0.401 0.338 -0.617
O -0.381802 1.214813 -2.518847 -0.285 -0.261 0.340
H 0.502160 0.931178 -2.776344 0.000 0.044 -0.040
H -0.401645 1.136757 -1.551230 0.372 0.344 -0.697
```
Forces are in eV/Å.

Values from the calculation:
Relative energy (zero: lowest compared OMol25 entry of this formula, charge and spin): 71.8 kcal per mole
Total energy: -37558.3176 eV
Orbital gap: 5.07 eV
Maximum force: 6.02 eV/Å
Lowest unoccupied orbital energy: -12.8 eV
Total charge: +3
HOMO energy: -17.83 eV

---

# 4
The molecule C6H12N2O2. Source: OMol25; level of theory: the ωB97M-V functional and the def2-TZVPD basis.

Structure (XYZ):
```
22
Properties=species:S:1:pos:R:3:forces:R:3
O -2.326662 2.323278 0.165716 0.100 0.126 -0.245
C -2.281306 1.404703 1.212939 -0.016 -0.159 0.453
C -2.528953 -0.052569 0.928047 -0.220 -0.216 0.007
C -1.125829 0.456035 1.211445 0.038 -0.046 0.172
N -0.153335 0.554798 0.164483 -0.106 0.181 -0.262
C 0.351476 -0.730372 -0.293006 -0.432 -0.462 0.776
C 1.351197 -0.536765 -1.422634 -0.061 -0.020 -2.289
C 2.652127 -1.237888 -1.232434 2.889 1.873 4.764
N 2.953979 -2.253398 -0.568172 2.170 0.487 0.448
H -3.210848 2.336833 -0.210672 -0.062 -0.017 0.053
H -2.607798 1.799018 2.179850 0.107 -0.092 -0.290
H -3.044062 -0.654562 1.677560 0.120 0.174 -0.245
H -2.747222 -0.304160 -0.111831 0.076 0.045 0.277
H -0.703581 0.203857 2.187962 -0.090 0.074 -0.305
H -0.539956 1.094603 -0.606709 0.018 -0.017 0.170
H 0.756370 -1.242557 0.592214 0.368 0.200 -0.401
H -0.433522 -1.428737 -0.635529 -0.071 0.306 -0.023
H 0.906437 -0.884253 -2.369504 0.012 -0.074 0.261
H 1.538445 0.524444 -1.650572 0.020 -0.315 0.446
O 3.847020 -0.212103 -0.749519 -2.063 0.304 -1.736
H 3.390209 0.588939 -0.446072 0.333 0.050 -0.062
H 3.955810 -1.749144 -0.023571 -3.130 -2.403 -1.969
```
Forces are in eV/Å.

Values from the calculation:
Relative energy (zero: lowest compared OMol25 entry of this formula, charge and spin): 110.0 kcal per mole
Total energy: -13487.6565 eV
Orbital gap: 9.59 eV
Maximum force: 5.88 eV/Å
Lowest unoccupied orbital energy: 0.7 eV
Total charge: 0
HOMO energy: -8.91 eV
Structure (SMILES): [H]/N=C(\O)CCN[C@@H]1C[C@@H]1O

---

# 5
A structure of composition C6H13N2O. Source: OMol25; level of theory: the ωB97M-V functional and the def2-TZVPD basis.

Structure (XYZ):
```
22
Properties=species:S:1:pos:R:3:forces:R:3
C -2.382832 -0.023649 -0.319977 2.785 -0.969 0.372
C -1.321608 -1.185051 -0.460722 -1.074 0.456 -1.178
C 0.317442 -0.739594 1.709680 -1.843 0.908 -0.552
C -1.675494 1.297228 -0.423898 -0.577 -1.894 1.617
C 0.184808 0.365158 0.679350 1.785 -2.443 -1.276
C 2.567326 -0.119942 -0.870497 -0.057 0.239 1.357
N -0.057562 -0.915067 0.217479 0.430 0.399 2.016
N 1.971438 0.705623 0.161781 -1.840 1.634 2.367
O -0.601182 1.393232 0.492133 2.054 0.211 1.985
H -2.958812 -0.137366 -1.166855 -1.695 -0.160 -1.698
H -2.965266 -0.160460 0.545112 -0.731 0.163 1.184
H -1.818752 -2.183166 -0.265105 1.119 1.101 -0.002
H -0.991246 -1.116409 -1.530660 -0.492 -0.607 0.716
H 1.217267 -1.271271 2.051149 -0.186 0.549 -0.542
H -0.460827 -0.672844 2.494872 0.227 -0.332 -0.658
H -1.342356 1.504490 -1.359963 1.174 0.316 -2.990
H -2.227374 2.103171 -0.117356 -1.905 1.834 0.547
H 2.149011 -1.078731 -0.604365 0.303 -0.664 -0.637
H 2.307341 0.206783 -1.823362 -0.502 0.372 -1.646
H 3.620699 -0.036765 -0.705536 0.766 -0.479 -0.306
H 2.121777 1.728535 0.273404 0.081 -0.764 -1.022
H 2.346193 0.336098 1.023334 0.174 0.131 0.346
```
Forces are in eV/Å.

Values from the calculation:
Relative energy (zero: lowest compared OMol25 entry of this formula, charge and spin): 89.7 kcal per mole
Total energy: -11450.8224 eV
Orbital gap: 11.11 eV
Maximum force: 3.41 eV/Å
Lowest unoccupied orbital energy: -2.7 eV
Total charge: +1
HOMO energy: -13.85 eV

---

- Among the records above, which one has the highest total energy?
  C6H13N2O